{
  "formula": "C39H71F3FeN8O13S3",
  "method": "wB97M-V/def2-TZVPD",
  "mol_weight_g_mol": 1069.08,
  "charge": -1,
  "spin_multiplicity": 6,
  "homo_ha": [-0.2086, -0.2086],
  "symbols": ["H", "C", "C", "H", "C", "C", "C", "N", "H", "N", "H", "H", "H", "H", "H", "N", "H", "C", "C", "S", "H", "H", "C", "H", "H", "H", "C", "H", "F", "F", "H", "H", "H", "F", "O", "N", "H", "C", "H", "O", "C", "C", "H", "H", "C", "C", "C", "C", "H", "H", "C", "H", "O", "C", "H", "S", "H", "C", "O", "C", "H", "H", "H", "O", "N", "C", "H", "H", "C", "H", "H", "H", "S", "H", "H", "H", "H", "H", "C", "H", "H", "C", "C", "H", "H", "O", "O", "O", "H", "H", "O", "H", "N", "H", "H", "H", "H", "O", "C", "H", "H", "C", "H", "H", "H", "H", "O", "H", "C", "C", "H", "H", "C", "H", "H", "C", "H", "C", "C", "H", "O", "C", "C", "C", "H", "H", "Fe", "C", "H", "H", "C", "C", "N", "H", "H", "N", "O", "H"],
  "coordinates": [[-4.78495, 3.71866, -5.31542], [0.20457, -4.43541, -3.77971], [-3.05170, -2.10152, 2.15105], [-5.00306, -2.64244, 1.40684], [-1.52399, 4.66890, 0.87936], [3.16435, 1.74909, -0.04303], [0.29687, -1.21469, -5.50521], [-2.98851, -3.08556, 3.25453], [0.60318, 2.18736, -2.72472], [-3.08102, 1.65241, 1.54867], [6.06859, -1.99351, 1.68419], [-3.88077, -1.20233, -2.40687], [-0.06973, -2.01036, 4.66834], [-2.02802, -3.23610, 5.13169], [-3.30648, 1.47865, -4.44181], [-0.42555, 4.03020, 0.32312], [1.18892, -4.09143, -4.09327], [1.58480, 5.04872, -3.72652], [-4.27976, -3.13752, 3.99410], [-0.32130, -4.21636, 0.47016], [-4.23398, 5.59052, -3.42328], [6.90798, -0.80454, 0.08708], [-4.85128, -1.79863, 4.50588], [-2.13021, -1.01604, -4.59171], [2.66202, 2.47699, 0.58881], [4.33863, -1.43536, 4.76499], [5.19860, 0.50977, -0.21919], [-0.47953, 3.17843, -0.21061], [3.53468, -2.22581, -4.16641], [5.22436, -1.71606, -2.98022], [0.82397, 1.64264, 2.11604], [0.44363, -0.34914, -3.61151], [-3.39959, 2.58023, 3.45723], [3.35948, -0.54093, -2.80758], [3.88348, -2.43665, -0.42515], [1.32114, 1.46754, 2.98182], [5.76325, 1.12841, -0.92387], [2.77414, 4.31300, -3.79744], [-2.86759, -2.54335, -2.07003], [0.20198, -2.82232, 0.60147], [-5.12026, 1.96619, 0.70375], [1.51892, 0.92409, 5.13803], [0.56463, -2.13402, -6.02182], [-2.05105, -1.92424, 1.75364], [5.00032, -0.61867, 2.90012], [-3.16234, 3.96620, -2.45596], [6.15664, -0.24587, 0.64208], [-3.91151, 4.56249, -3.44634], [1.07132, 6.52683, 1.77480], [-5.96435, 2.02713, 0.03760], [-3.98185, -2.54139, 1.02742], [3.75593, 4.69319, -4.02719], [-1.37320, -4.51520, 1.43130], [-1.93115, -1.28883, -3.55761], [-1.78603, -3.88715, -3.48191], [3.22794, -2.90373, -1.64214], [1.55376, 6.07602, -4.05611], [0.36547, -1.37742, -3.95755], [-0.69243, 1.37104, -1.66729], [-3.83993, 2.19514, 2.55307], [4.51453, -0.15939, -0.74703], [-4.21769, -3.86415, 4.80932], [5.53057, -2.41796, 3.89172], [0.69823, -0.37534, -0.94207], [-2.91479, 2.66039, -2.82996], [2.64859, 1.71423, 4.77767], [1.28473, -1.92068, -3.79703], [3.52097, 1.93707, 5.37112], [2.45579, -2.22658, 2.84195], [0.11827, -4.80491, -2.76159], [3.06403, 2.13115, -3.32276], [-0.01068, -5.28299, -4.43795], [-0.53386, 0.40452, -0.61006], [3.22636, 2.38550, 2.71622], [-4.05727, -1.74976, 0.27832], [-2.11066, 1.35326, 1.58835], [-5.01727, -1.10337, 3.68771], [3.52390, 2.27946, -0.92778], [0.37246, 5.83284, 1.33820], [-2.67018, 4.34428, -1.57465], [-0.62141, -0.80530, -5.93173], [0.59017, 4.22150, -3.28191], [-0.92465, -3.44406, -3.98088], [-0.25581, 0.43344, 3.92110], [-0.46305, -1.63903, 3.07733], [-0.80117, -3.94697, -0.91016], [0.78200, -5.14301, 0.45571], [3.76361, -2.72751, 3.18378], [2.50189, -1.55834, 1.97791], [-1.16952, -3.31980, -5.03725], [1.77658, -2.73621, -1.69706], [-3.65987, -3.47456, 0.56918], [5.43177, -1.20649, 1.55345], [1.94569, -3.09176, 2.41916], [-5.75427, -1.97041, 5.09267], [-3.49903, 1.03871, -0.46481], [6.72645, 0.45153, 1.25866], [4.38108, 1.31852, 0.60447], [-4.21911, 3.57342, -4.41086], [-2.33406, 1.97364, -2.35531], [-1.63299, 6.31973, 2.25668], [-3.55318, 2.44268, -4.01467], [0.96387, -0.38843, -5.76761], [-0.46893, 4.37285, -3.14796], [-3.76240, -2.57237, -3.52713], [4.66057, -1.64047, 1.03862], [-1.38824, -0.83279, -0.71321], [-4.10710, -1.40780, 5.19959], [0.71422, 4.67997, 0.67497], [3.88567, -1.75156, -2.96679], [-5.95987, 2.65075, 2.66315], [-2.16392, -1.60731, 4.67473], [-2.00192, -2.60826, 4.23432], [4.17915, 0.01884, 2.58405], [1.66093, 4.33283, 0.29120], [-3.84594, 1.54786, 0.41867], [-2.42948, 4.08867, 0.78164], [2.52333, 1.96448, 3.41735], [-3.19148, -1.89380, -2.88862], [-1.87632, -0.32162, -3.06098], [3.60041, -4.23901, -2.04130], [0.70906, 0.89590, 4.04872], [4.61956, -1.81568, 3.77524], [2.46172, 3.02361, -3.39615], [1.29380, 0.54773, 6.12291], [-3.30780, -1.06733, 2.42966], [-0.04640, -2.20757, -1.22839], [-0.56244, -2.45457, 3.79096], [-0.02094, -3.37095, 3.57469], [2.52133, 0.87798, -0.18359], [-5.11554, 2.34453, 2.06347], [-1.00876, 5.69588, 1.63282], [-0.73397, -2.12172, -3.28270], [-4.97777, -3.67687, 3.34593], [5.82957, -0.03748, 3.29193], [1.14441, 2.98546, -3.03892], [-0.44904, 0.84107, 0.78500], [1.97104, -1.93740, 3.76890]],
  "forces_ev_per_angstrom": [[0.009, -0.108, -0.025], [-0.444, -0.356, -0.554], [0.285, -0.121, -0.629], [0.008, -0.223, -0.010], [1.407, -1.505, 0.060], [1.177, -0.104, 0.090], [-0.190, 0.417, 0.169], [-0.283, 1.871, 1.431], [0.246, 0.105, 0.003], [-0.092, 0.317, -0.143], [-0.134, -0.039, 0.396], [0.168, 0.394, -0.367], [0.103, -0.220, 0.121], [-0.094, -0.407, -0.259], [-0.697, 0.125, -0.466], [-0.367, 0.247, 0.319], [0.076, 0.127, 0.428], [-0.019, 0.723, -0.354], [-0.520, -0.671, -0.838], [0.122, -1.532, 2.565], [-0.071, -0.014, -0.067], [-0.316, -0.119, -0.340], [0.595, -0.894, 0.177], [0.379, -0.692, -0.301], [0.150, -0.104, 0.223], [-0.392, -0.106, -0.043], [-1.089, 0.392, -0.247], [0.073, -0.022, -0.041], [-0.278, 0.149, -0.129], [-0.185, 0.462, 0.522], [0.344, -0.167, -0.110], [-0.073, -0.258, 0.802], [0.011, -0.400, 0.169], [0.401, 0.267, -0.108], [-0.464, 0.484, -0.478], [0.309, 0.339, 0.745], [-0.003, -0.054, -0.191], [0.252, -1.215, 0.413], [0.067, 0.128, 0.096], [1.423, 2.499, 2.169], [0.015, 0.015, 0.208], [0.204, 0.941, 0.661], [0.084, 0.122, -0.171], [0.053, -0.655, -0.093], [-0.605, -1.022, -1.423], [0.769, -0.504, -0.129], [0.137, 0.003, 0.539], [-0.134, -0.012, 0.859], [-0.062, 0.083, -0.033], [0.072, -0.188, -0.105], [-0.272, 0.365, 0.230], [-0.010, -0.106, -0.207], [0.850, 0.230, -1.300], [-2.245, 0.362, 1.862], [-0.127, 0.027, -0.204], [0.761, -2.067, 0.593], [-0.502, 0.025, 0.245], [0.365, 0.124, -1.684], [-1.278, 1.409, 0.186], [0.054, -0.145, -0.385], [0.488, -0.157, -0.236], [0.563, 0.260, 0.242], [0.147, 0.249, 0.380], [3.162, 0.910, -0.382], [-0.740, 1.095, -0.240], [0.274, -0.732, -1.171], [0.089, 0.223, 0.336], [-0.035, 0.047, 0.041], [0.410, -1.452, -0.359], [0.753, 0.064, 0.045], [0.058, 0.091, 0.031], [-0.060, -0.036, 0.042], [2.005, -4.282, 1.450], [-0.065, 0.248, 0.136], [0.272, -0.056, -0.101], [-0.184, 0.194, 0.007], [-0.164, 0.135, 0.133], [-0.786, -0.197, -0.416], [0.164, -1.089, 1.261], [-0.274, 0.238, 0.032], [-0.345, -0.475, 0.324], [-0.199, -0.326, 0.185], [-0.195, -0.136, 0.896], [-0.047, 0.033, 0.042], [0.173, -0.563, -0.640], [-2.497, -1.443, -3.553], [0.004, -0.343, -0.002], [-0.267, 0.255, -0.366], [-0.163, 0.667, 0.509], [0.019, 0.402, 0.019], [1.021, 0.454, -0.475], [0.049, -0.016, 0.056], [1.322, 0.305, 0.166], [-0.095, 0.008, 0.215], [-0.159, 0.038, -0.223], [0.228, 0.081, -0.012], [-0.185, -0.014, 0.196], [0.143, 0.147, 0.946], [0.446, -0.023, -0.198], [-0.068, 0.499, -0.047], [0.201, 0.201, -0.090], [0.649, -1.131, 0.099], [0.574, -0.456, 0.062], [0.031, 0.104, 0.071], [-0.029, 0.251, -0.240], [-0.620, -0.014, -0.173], [-3.317, 1.195, 0.086], [-0.172, 0.436, -0.051], [0.256, 0.330, -1.265], [-0.410, -1.184, -0.040], [0.032, 0.272, -0.159], [-0.829, 0.131, -0.400], [0.627, -0.039, 0.409], [-0.072, 0.229, 0.623], [0.009, 0.189, -0.015], [-0.083, -0.546, -0.070], [-0.436, 0.669, 0.351], [0.158, 0.294, 0.165], [0.234, -1.170, 0.082], [0.878, -0.039, 0.052], [0.198, 1.089, -0.206], [-0.980, -0.956, -0.393], [1.051, 0.160, 0.046], [0.365, 0.013, 0.201], [-0.084, -0.061, -0.060], [-0.433, -0.133, 0.587], [-0.403, 0.371, 1.029], [0.249, 0.375, 0.935], [-0.249, 0.052, -0.584], [-0.085, 0.204, -0.542], [-0.163, 0.353, 0.578], [-1.302, 0.956, -0.580], [0.027, 0.893, -2.418], [-0.221, 0.475, -0.223], [-0.016, 0.001, 0.088], [-0.068, 0.658, -0.680], [-0.629, 1.075, -1.073], [-0.214, 0.731, -0.322]],
  "mulliken_charge": [0.42, -1.20, 0.90, 0.54, -0.25, -0.18, -1.75, 0.23, 0.01, 1.80, 0.46, 0.30, 0.53, 0.48, 0.19, 0.87, 0.10, -0.84, -0.86, 1.04, 0.45, 0.50, -0.88, 0.75, -0.62, 0.40, 0.18, -0.22, -0.25, -0.30, -0.07, -0.18, 0.49, 0.05, -0.82, 0.68, 0.50, -0.84, 0.07, -0.73, -0.93, -0.77, 0.38, -1.01, -0.59, -0.66, -1.09, -0.69, 0.40, 0.50, -1.23, 0.43, -0.69, 0.28, 0.34, 1.32, 0.41, 0.56, -0.26, -0.87, -0.33, 0.55, 0.43, -0.54, 0.67, -0.95, -0.64, 0.46, 0.43, 0.23, 0.73, 0.51, 0.95, 0.53, 0.01, -0.50, 0.16, 0.47, -0.96, 0.53, 0.34, -0.32, -0.87, 0.66, 0.08, -0.55, -0.85, -0.47, -0.35, 0.63, -0.25, 0.18, 0.36, -0.22, 0.45, 0.31, 0.35, -0.35, -0.71, -0.19, 0.43, -0.40, 0.47, 0.39, 0.39, 0.15, -0.29, 0.25, -0.33, 0.52, 0.42, 0.19, -0.72, 0.40, 0.52, -0.45, 0.36, -0.60, -1.42, -0.84, -0.75, -0.59, -0.72, -0.77, 0.45, 0.38, 0.77, -0.84, 0.25, 0.29, -0.70, -0.96, 1.98, 0.48, 0.46, 0.67, 0.07, 0.34]
}